Entry from OMol25: a cluster of 15 separate species, C86H215ClN14O in total in a non-equilibrium geometry (wB97M-V/def2-TZVPD).

Results
Multiplicity: 1
Calculated total energy, hartree: -4707.49628
E_LUMO, eV: 0.58
HOMO energy, eV: -7.67
Gap between HOMO and LUMO, eV: 8.3

Each line ends with the Mulliken charge.
Cartesian coordinates (Å):
1 C 0.808 -0.078 1.654  0.9986
2 C 0.145 0.142 0.330  0.0616
3 N -0.007 1.610 0.051  1.2410
4 C -0.765 2.377 1.079  0.1160
5 C 1.302 2.355 -0.082  0.6982
6 C 2.242 1.799 -1.136  -0.3632
7 C -0.692 1.793 -1.324  0.4119
8 C -1.986 1.023 -1.455  -1.3787
9 O -2.963 1.361 -0.514  1.5318
10 C -4.064 0.471 -0.602  0.3947
11 H 0.256 0.385 2.468  -0.8474
12 H 1.792 0.412 1.688  -0.5241
13 H 0.851 -1.162 1.768  0.3441
14 H -0.854 -0.290 0.265  -0.0684
15 H 0.649 -0.332 -0.504  -0.3666
16 H -1.665 1.810 1.268  0.2849
17 H -0.937 3.343 0.627  -0.5662
18 H -0.126 2.400 1.949  0.1410
19 H 1.810 2.377 0.880  0.0130
20 H 0.953 3.375 -0.316  -0.6459
21 H 3.164 2.372 -0.983  0.4432
22 H 1.858 2.026 -2.124  0.1063
23 H 2.355 0.739 -0.966  -0.5765
24 H -0.028 1.498 -2.147  -0.2799
25 H -0.867 2.875 -1.383  -0.3424
26 H -1.750 -0.041 -1.415  -0.0544
27 H -2.261 1.300 -2.486  0.3546
28 H -4.802 0.851 0.093  -0.2817
29 H -3.778 -0.549 -0.300  -0.2178
30 H -4.469 0.393 -1.615  -0.5506
31 Cl 0.828 -0.963 -3.229  -0.6737
32 C 8.909 -2.338 1.086  -1.1463
33 C 8.776 -0.843 1.258  -0.2898
34 N 8.152 -0.249 0.048  0.0548
35 C 6.677 -0.421 0.092  2.4804
36 C 6.008 0.095 -1.190  -1.9199
37 C 8.559 1.108 -0.230  -1.0537
38 C 8.075 2.234 0.709  -0.5622
39 H 9.571 -2.481 0.237  0.4505
40 H 7.917 -2.748 0.890  -0.0745
41 H 9.351 -2.754 1.995  0.3946
42 H 8.196 -0.587 2.164  -0.0711
43 H 9.757 -0.379 1.316  0.7005
44 H 6.397 -1.475 0.168  -0.7207
45 H 6.161 0.009 0.962  -0.9689
46 H 6.511 -0.323 -2.055  0.6691
47 H 4.963 -0.209 -1.232  -0.0885
48 H 6.006 1.184 -1.334  0.5903
49 H 8.341 1.326 -1.277  0.3400
50 H 9.664 1.080 -0.144  0.5664
51 H 6.990 2.317 0.650  -0.1211
52 H 8.564 3.153 0.390  0.5490
53 H 8.308 1.931 1.738  0.2270
54 C -2.006 4.627 3.808  -0.7363
55 C -1.678 3.685 5.001  -0.6851
56 N -1.908 2.283 4.587  1.0494
57 C -3.320 1.926 4.430  -1.3716
58 C -3.650 0.886 3.378  0.6984
59 C -1.321 1.281 5.536  -0.3174
60 C 0.199 1.430 5.520  -0.9409
61 H -1.881 5.690 4.051  0.5307
62 H -3.042 4.531 3.463  0.2672
63 H -1.309 4.389 3.015  -0.0951
64 H -0.626 3.783 5.259  0.1848
65 H -2.287 3.952 5.868  0.3560
66 H -3.690 1.591 5.403  0.2160
67 H -3.907 2.823 4.215  0.6854
68 H -3.461 1.280 2.381  -0.5851
69 H -3.115 -0.065 3.468  -0.4021
70 H -4.705 0.631 3.492  0.2834
71 H -1.673 0.339 5.106  -0.1092
72 H -1.725 1.386 6.566  0.2723
73 H 0.641 0.552 6.001  0.5534
74 H 0.600 2.293 6.049  0.4228
75 H 0.480 1.437 4.464  -0.0431
76 C -1.568 -3.055 7.956  -1.2612
77 C -2.186 -3.375 6.596  -0.4040
78 N -1.242 -4.145 5.731  0.8286
79 C -1.594 -3.976 4.298  -0.2571
80 C -1.195 -2.600 3.814  1.4598
81 C -1.313 -5.579 6.065  -0.4800
82 C -0.186 -6.407 5.424  -1.0512
83 H -0.628 -2.515 7.805  0.1989
84 H -1.362 -3.989 8.481  0.3322
85 H -2.270 -2.447 8.515  0.4632
86 H -3.111 -3.963 6.570  0.3857
87 H -2.415 -2.431 6.117  0.1201
88 H -1.068 -4.756 3.770  -0.3882
89 H -2.684 -4.107 4.153  0.0842
90 H -1.449 -2.538 2.755  -0.5707
91 H -1.678 -1.790 4.352  -0.6614
92 H -0.114 -2.492 3.875  -0.4587
93 H -2.310 -5.973 5.799  0.3432
94 H -1.273 -5.677 7.151  0.4010
95 H 0.748 -5.877 5.640  0.1499
96 H -0.222 -6.447 4.333  0.1282
97 H -0.142 -7.422 5.800  0.4186
98 C 3.278 -2.572 -1.128  1.8142
99 C 3.685 -3.976 -0.692  -1.9365
100 N 5.097 -4.144 -0.436  1.1180
101 C 5.914 -3.785 -1.646  0.0053
102 C 5.531 -4.548 -2.953  -1.3832
103 C 5.389 -5.496 0.055  -0.7783
104 C 6.737 -5.547 0.720  -1.0974
105 H 3.520 -2.273 -2.153  -0.1642
106 H 3.721 -1.826 -0.457  -0.9109
107 H 2.198 -2.435 -1.116  -0.6023
108 H 3.164 -4.195 0.253  0.5278
109 H 3.249 -4.680 -1.412  0.5245
110 H 5.734 -2.723 -1.869  -0.7257
111 H 6.958 -3.911 -1.374  0.8616
112 H 6.237 -4.304 -3.748  0.3842
113 H 5.566 -5.637 -2.868  0.3697
114 H 4.508 -4.322 -3.237  0.2016
115 H 5.314 -6.245 -0.747  0.4173
116 H 4.619 -5.665 0.810  0.4579
117 H 7.588 -5.293 0.083  0.3315
118 H 6.965 -6.509 1.169  0.4824
119 H 6.757 -4.779 1.505  0.0120
120 C -5.391 3.780 1.305  -0.9418
121 C -6.599 3.561 0.404  -0.5026
122 N -6.466 4.170 -0.914  0.0014
123 C -7.746 4.166 -1.637  -0.9464
124 C -8.367 2.835 -2.072  -0.4823
125 C -5.417 3.388 -1.647  1.2288
126 C -5.195 4.018 -3.036  -1.6615
127 H -5.662 3.446 2.317  0.4861
128 H -5.156 4.851 1.383  0.2671
129 H -4.549 3.199 0.942  -0.3159
130 H -6.735 2.464 0.357  0.2560
131 H -7.510 3.973 0.838  0.7514
132 H -8.417 4.651 -0.927  0.5830
133 H -7.622 4.853 -2.479  0.3991
134 H -9.381 3.008 -2.460  0.4734
135 H -7.785 2.307 -2.821  0.0032
136 H -8.495 2.152 -1.233  -0.0974
137 H -5.680 2.330 -1.710  0.0422
138 H -4.455 3.387 -1.144  -0.5322
139 H -5.023 5.087 -2.882  0.3632
140 H -6.069 3.850 -3.661  0.5932
141 H -4.351 3.556 -3.557  0.0353
142 C 7.004 -2.831 4.099  -0.8868
143 C 5.726 -3.571 4.381  -0.4553
144 N 4.646 -2.632 4.735  0.3701
145 C 3.449 -3.354 5.177  -0.6299
146 C 2.393 -2.480 5.859  -0.6441
147 C 4.342 -1.643 3.698  -1.0638
148 C 3.783 -2.170 2.382  2.0593
149 H 7.857 -3.497 3.975  0.4667
150 H 7.251 -2.151 4.918  0.3825
151 H 6.975 -2.192 3.213  -0.2574
152 H 5.476 -4.258 3.563  0.3159
153 H 5.776 -4.247 5.230  0.5422
154 H 2.967 -3.935 4.393  0.2204
155 H 3.795 -4.088 5.932  0.5253
156 H 1.604 -3.101 6.279  0.3831
157 H 2.887 -1.943 6.659  0.3384
158 H 1.994 -1.770 5.131  -0.2690
159 H 5.253 -1.070 3.487  -0.5245
160 H 3.668 -0.872 4.095  0.1830
161 H 3.656 -1.298 1.739  -0.5997
162 H 2.811 -2.654 2.491  -0.2853
163 H 4.430 -2.892 1.895  -0.0376
164 C -0.727 -4.162 -1.051  -1.5744
165 C -1.358 -3.779 0.319  -0.2121
166 N -2.216 -4.716 1.011  1.4456
167 C -1.639 -6.025 1.164  -0.6552
168 C -2.412 -6.927 2.150  -1.3270
169 C -3.574 -4.724 0.433  -0.7468
170 C -4.509 -3.580 0.911  -0.5375
171 H 0.077 -4.891 -0.936  0.4145
172 H -0.285 -3.255 -1.486  0.2917
173 H -1.456 -4.486 -1.775  0.2219
174 H -0.485 -3.608 0.973  0.3466
175 H -1.891 -2.818 0.224  -0.4517
176 H -1.437 -6.529 0.210  0.3733
177 H -0.629 -5.823 1.569  0.3805
178 H -1.742 -7.722 2.485  0.4380
179 H -2.693 -6.338 3.022  0.2194
180 H -3.303 -7.410 1.734  0.3965
181 H -4.091 -5.650 0.710  0.5429
182 H -3.609 -4.772 -0.667  0.1424
183 H -4.597 -3.630 1.989  0.3497
184 H -5.458 -3.791 0.420  0.3932
185 H -4.175 -2.582 0.599  -0.2848
186 C 4.617 4.530 0.472  -0.7797
187 C 4.575 4.382 1.991  -0.5970
188 N 3.828 3.228 2.524  1.5116
189 C 4.606 1.967 2.369  1.6994
190 C 5.823 1.824 3.355  -1.5023
191 C 3.321 3.400 3.875  -0.7073
192 C 2.158 4.401 3.925  -1.2567
193 H 5.173 3.723 -0.020  -0.0554
194 H 5.184 5.425 0.255  0.6209
195 H 3.607 4.681 0.085  -0.1337
196 H 5.603 4.310 2.379  0.1697
197 H 4.110 5.204 2.517  0.5939
198 H 4.013 1.078 2.612  -1.2695
199 H 4.983 1.930 1.342  -0.7485
200 H 5.479 1.764 4.386  0.4419
201 H 6.416 0.965 3.017  0.0041
202 H 6.455 2.708 3.304  0.3225
203 H 4.096 3.741 4.571  0.2666
204 H 2.935 2.459 4.255  0.3100
205 H 1.427 4.185 3.145  0.1188
206 H 2.527 5.400 3.706  0.5510
207 H 1.706 4.372 4.919  0.4378
208 C 4.673 1.995 -4.402  -1.4499
209 C 4.396 0.609 -4.932  1.6584
210 N 5.617 -0.121 -5.323  0.3803
211 C 5.434 -1.596 -5.271  0.3230
212 C 4.299 -2.256 -6.029  -1.2070
213 C 5.946 0.253 -6.708  0.2247
214 C 7.330 -0.222 -7.120  -1.6624
215 H 5.072 2.717 -5.111  0.3430
216 H 5.360 1.970 -3.572  0.2972
217 H 3.725 2.407 -4.050  0.0688
218 H 3.857 0.040 -4.162  0.1210
219 H 3.661 0.756 -5.751  -1.1764
220 H 6.406 -1.989 -5.561  0.5327
221 H 5.347 -1.913 -4.223  -0.8658
222 H 4.307 -2.136 -7.125  0.3653
223 H 4.358 -3.340 -5.827  0.5374
224 H 3.312 -1.915 -5.712  0.0638
225 H 5.926 1.348 -6.786  0.3420
226 H 5.230 -0.139 -7.442  -0.0562
227 H 7.434 -1.288 -7.285  0.3129
228 H 8.043 0.051 -6.333  0.3494
229 H 7.688 0.276 -8.024  0.4658
230 C -10.583 0.765 2.751  -0.8987
231 C -9.668 -0.335 3.378  -0.7067
232 N -9.279 -1.397 2.465  0.1200
233 C -10.365 -2.324 2.182  -0.3689
234 C -9.846 -3.692 1.681  -1.2526
235 C -8.639 -0.917 1.243  -0.3699
236 C -7.376 -0.123 1.517  -0.3069
237 H -11.436 0.287 2.279  0.3149
238 H -10.063 1.291 1.944  0.1054
239 H -10.836 1.472 3.540  0.4251
240 H -8.819 0.194 3.796  0.3274
241 H -10.249 -0.837 4.150  0.4904
242 H -10.857 -2.483 3.146  0.4400
243 H -11.120 -2.062 1.425  0.2472
244 H -9.129 -4.065 2.412  0.3175
245 H -10.677 -4.410 1.677  0.4303
246 H -9.383 -3.606 0.702  0.2050
247 H -9.280 -0.256 0.633  0.2035
248 H -8.332 -1.776 0.644  -0.0697
249 H -6.876 0.187 0.602  -0.3717
250 H -6.677 -0.724 2.112  0.2768
251 H -7.555 0.787 2.090  0.5267
252 C -2.981 -2.595 -3.020  -1.5305
253 C -3.951 -1.871 -3.942  -0.9669
254 N -5.229 -1.424 -3.323  1.3709
255 C -6.033 -0.687 -4.339  -1.1164
256 C -5.401 0.674 -4.626  -1.2817
257 C -5.976 -2.582 -2.848  -0.5423
258 C -6.957 -2.159 -1.780  -0.7328
259 H -3.280 -3.636 -2.865  0.6164
260 H -2.907 -2.164 -2.016  0.3413
261 H -1.994 -2.553 -3.477  0.5420
262 H -3.434 -1.004 -4.338  0.2906
263 H -4.101 -2.540 -4.814  0.2900
264 H -6.068 -1.293 -5.259  0.3212
265 H -7.009 -0.577 -3.902  0.5267
266 H -6.001 1.295 -5.292  0.5394
267 H -5.285 1.195 -3.676  0.1302
268 H -4.439 0.538 -5.119  0.4232
269 H -5.292 -3.298 -2.391  -0.0155
270 H -6.549 -3.051 -3.661  0.2771
271 H -6.406 -1.829 -0.896  -0.1915
272 H -7.566 -3.016 -1.498  0.4492
273 H -7.637 -1.352 -2.087  0.3365
274 C -0.018 6.346 0.731  -1.0469
275 C 0.109 6.553 -0.764  -0.7365
276 N -0.470 5.419 -1.505  1.3055
277 C -1.966 5.560 -1.443  -0.3860
278 C -2.639 6.825 -1.978  -1.9160
279 C -0.020 5.491 -2.924  -0.5757
280 C 1.486 5.246 -3.040  -1.1664
281 H 0.461 5.406 0.975  0.0570
282 H -1.035 6.291 1.126  0.2279
283 H 0.446 7.167 1.267  0.6065
284 H -0.295 7.553 -0.963  0.2915
285 H 1.168 6.693 -1.009  0.3659
286 H -2.369 4.703 -2.000  0.0147
287 H -2.314 5.389 -0.422  0.2539
288 H -3.712 6.654 -1.941  0.5281
289 H -2.438 7.704 -1.370  0.4047
290 H -2.497 7.083 -3.027  0.3357
291 H -0.346 6.429 -3.366  0.4364
292 H -0.599 4.715 -3.426  0.4522
293 H 2.077 6.131 -2.817  0.4479
294 H 1.687 4.843 -4.036  0.2463
295 H 1.885 4.524 -2.322  0.0921
296 C -1.022 2.104 -5.457  0.3839
297 C -0.710 2.396 -6.918  -1.7538
298 N 0.651 2.110 -7.406  0.0845
299 C 0.935 0.724 -7.087  0.1219
300 C 1.882 0.083 -8.039  -1.5784
301 C 1.653 3.068 -6.895  0.2636
302 C 2.983 3.089 -7.762  -1.4338
303 H -0.984 1.044 -5.219  0.2409
304 H -2.031 2.468 -5.232  0.2846
305 H -0.315 2.618 -4.783  -0.1951
306 H -1.379 1.803 -7.557  0.4053
307 H -0.842 3.439 -7.195  0.5168
308 H 1.317 0.477 -6.084  0.0028
309 H 0.000 0.161 -7.183  0.4650
310 H 1.558 0.164 -9.074  0.3710
311 H 2.921 0.385 -8.006  0.1167
312 H 1.888 -0.983 -7.815  0.4674
313 H 1.937 2.859 -5.866  -0.2134
314 H 1.192 4.044 -6.991  0.5983
315 H 2.702 2.981 -8.803  0.4259
316 H 3.595 2.217 -7.525  0.0151
317 H 3.554 4.007 -7.595  0.4053